{
  "formula": "C31H26N4O6Tc",
  "method": "the ωB97M-V functional and the def2-TZVPD basis",
  "symbols": ["Tc", "O", "O", "O", "O", "O", "O", "N", "N", "N", "N", "C", "C", "C", "C", "C", "C", "C", "C", "C", "C", "C", "C", "C", "C", "C", "C", "C", "C", "C", "C", "C", "C", "C", "C", "C", "C", "C", "C", "C", "C", "C", "H", "H", "H", "H", "H", "H", "H", "H", "H", "H", "H", "H", "H", "H", "H", "H", "H", "H", "H", "H", "H", "H", "H", "H", "H", "H"],
  "xyz": [[0.42386, 0.84256, -0.59846], [3.60980, 1.24345, 1.95339], [3.18788, -0.34416, -3.36025], [2.53171, -2.06773, -0.99225], [1.95698, 0.98159, -1.98106], [-1.12247, 4.22719, -2.34021], [0.53193, -1.11681, -1.35684], [-1.28102, 0.37454, 0.74585], [1.85530, 0.32108, 0.91683], [1.05542, 2.63858, -0.05783], [-0.80318, 2.11253, -1.70564], [-1.49705, -3.61612, 2.12320], [0.62864, 3.72625, -0.71871], [2.32909, -0.74010, 1.84979], [3.23783, -4.38286, 2.21645], [1.75047, -1.26368, -1.60836], [-3.69988, 1.80507, -0.93192], [-3.83549, 0.41629, -2.88874], [-5.53697, 0.27504, -1.19430], [3.70084, -0.16652, 2.28312], [2.57754, 1.37480, 1.16637], [-1.07881, -2.60961, 2.98060], [-1.90119, 2.00628, -2.69266], [-4.87699, 1.24598, -0.45272], [2.89440, -4.97785, 0.98417], [2.42066, 5.01797, 0.16483], [2.30237, -4.24869, 0.01274], [-5.02274, -0.12885, -2.41729], [2.45599, -2.20438, 1.46031], [1.27337, 4.94518, -0.61939], [1.96665, -2.81377, 0.19168], [2.90722, 3.87113, 0.78369], [-3.16255, 1.37744, -2.14644], [3.00427, -3.01667, 2.41767], [-1.88372, -3.30612, 0.82594], [-1.82216, -1.99791, 0.37124], [2.20065, 2.69033, 0.63807], [-0.47430, 3.36625, -1.61049], [-2.10838, 3.48442, -3.11805], [-1.02230, -1.29697, 2.53261], [2.41987, -0.12621, -2.47903], [-1.36681, -0.99989, 1.22263], [-3.44294, 0.09615, -3.84699], [0.89179, 5.80240, -1.15729], [3.10765, -6.02563, 0.82095], [4.51486, -0.60633, 1.70660], [-1.54689, -4.63748, 2.47603], [-1.53064, 1.40242, -3.52222], [2.02498, -4.68595, -0.93789], [-5.55398, -0.85699, -3.01524], [3.28039, -2.58669, 3.37486], [-2.23561, -4.08822, 0.16609], [3.81785, 3.88326, 1.36713], [-3.22376, 2.61574, -0.38650], [-5.29277, 1.57211, 0.49213], [0.88494, -2.68420, 0.10206], [-2.12316, 0.56563, 0.19991], [-1.91492, 3.67107, -4.17088], [2.95537, 5.95269, 0.26314], [-3.09405, 3.86285, -2.85720], [-1.33679, 0.98208, 1.55951], [1.63145, -0.71011, 2.69514], [-0.73835, -0.50026, 3.21405], [-6.46341, -0.14451, -0.82652], [3.90547, -0.25214, 3.34474], [3.70553, -4.96505, 2.99704], [-2.14295, -1.74185, -0.63112], [-0.80682, -2.84006, 4.00195]],
  "forces_ev_per_angstrom": [[0.25, -0.86, 0.02], [-0.02, 0.51, 0.12], [-0.04, 0.37, 0.08], [0.05, -0.17, -0.18], [-0.59, 0.86, 0.29], [0.28, 0.42, 0.21], [-0.03, -0.58, -0.13], [0.05, -0.07, -0.23], [0.15, 0.06, -0.05], [0.63, 1.20, 0.01], [-0.28, 0.36, -0.20], [0.01, -0.04, 0.05], [0.21, 0.15, 0.14], [0.10, -0.09, 0.33], [0.03, -0.07, 0.07], [0.24, 0.93, -0.11], [-0.05, 0.05, -0.09], [0.09, -0.08, -0.01], [0.00, -0.02, -0.05], [-0.10, -0.45, -0.09], [-0.18, -0.87, 0.12], [0.04, 0.02, -0.04], [-0.19, 0.05, -0.21], [0.05, 0.02, 0.10], [-0.01, -0.05, -0.07], [-0.04, -0.11, -0.03], [0.06, 0.01, -0.06], [-0.07, 0.03, 0.02], [0.19, 0.03, -0.06], [-0.11, -0.01, 0.00], [-0.33, -0.14, 0.18], [0.04, -0.09, 0.11], [0.14, -0.05, 0.09], [-0.02, 0.24, -0.14], [0.04, -0.03, -0.01], [0.02, 0.23, -0.01], [-0.08, 0.33, -0.06], [-0.55, -0.73, -0.30], [-0.14, -0.25, -0.16], [0.08, 0.15, -0.04], [-0.15, -1.51, 0.37], [0.00, -0.33, 0.14], [0.03, 0.00, 0.01], [0.03, 0.00, -0.01], [-0.02, 0.01, -0.02], [0.02, 0.12, -0.02], [0.00, 0.01, -0.02], [-0.03, 0.05, -0.02], [0.00, -0.02, 0.02], [0.02, -0.03, 0.02], [0.02, -0.03, 0.01], [-0.03, 0.03, 0.00], [0.01, 0.01, -0.04], [0.01, -0.04, 0.07], [0.01, 0.05, -0.03], [-0.08, 0.06, -0.02], [-0.07, 0.13, -0.02], [0.09, 0.01, 0.04], [-0.02, 0.01, 0.00], [0.06, 0.04, 0.07], [0.07, 0.14, -0.03], [0.03, 0.07, -0.04], [0.03, -0.02, 0.00], [0.01, -0.02, -0.01], [0.00, 0.07, 0.00], [-0.02, -0.01, -0.01], [0.04, -0.05, -0.08], [-0.03, 0.00, 0.00]],
  "mulliken_charge": [0.128, -0.424, -0.536, -0.343, -0.410, -0.471, -0.602, -0.055, 0.713, 0.308, 0.522, -0.671, 0.049, -0.129, -0.876, 0.781, -0.469, -0.595, -0.622, -0.435, 0.156, -0.644, -0.448, -0.506, -0.577, -0.553, -1.415, -0.669, 0.201, -0.721, 1.789, -0.587, 0.651, -0.644, -0.733, -0.611, 0.007, 0.444, -0.687, -0.357, 0.407, 0.860, 0.434, 0.607, 0.473, 0.379, 0.468, 0.766, 0.520, 0.459, 0.424, 0.449, 0.607, 0.378, 0.446, -0.361, -0.033, 0.352, 0.496, 0.402, 0.368, 0.423, 0.456, 0.467, 0.410, 0.481, 0.442, 0.461],
  "homo_ev": [-12.71, -14.46],
  "fmax_ev_per_a": 1.56,
  "multiplicity": 4,
  "homo_lumo_gap_ev": [5.752, 6.671],
  "energy_ha": -1947.6796,
  "total_charge": 2,
  "molar_mass_g_mol": 648.6
}